# 1
103
Properties=species:S:1:pos:R:3:forces:R:3 method="wB97M-V/def2-TZVPD" homo_ev=-11.020 charge=+1 multiplicity=1 homo_lumo_gap_ev=7.635 e_above_lowest_kcal_mol=153.5 total_energy_ev=-86084.90638
C -0.944 0.805 5.338 1.7 -1.1 0.9
C -1.086 -0.810 5.438 0.3 -0.2 0.6
C -1.675 -1.335 6.857 -1.3 -0.2 -2.0
N -0.715 -1.620 4.445 -3.2 3.1 -0.6
C -1.889 -2.245 3.780 1.4 -4.4 3.0
C -1.504 -3.625 2.998 0.9 1.4 -1.4
Cl -0.932 -4.930 4.141 -0.9 1.2 -0.9
N -0.368 -3.272 2.108 -0.5 0.3 0.9
C -0.673 -2.173 1.144 0.5 0.1 -1.6
B -0.850 -2.902 -0.337 -0.6 -0.2 -1.2
N -1.854 -4.008 -0.401 0.5 1.8 -0.9
O -0.084 -2.553 -1.512 -1.5 0.3 1.5
C -2.018 -1.345 1.394 1.3 1.2 -1.1
P -1.595 0.471 0.899 0.1 -0.5 -1.7
C -0.251 1.184 2.023 0.2 -0.2 0.7
C -3.150 1.550 0.831 0.1 0.8 0.2
N -2.585 -1.362 2.792 -1.6 0.7 0.1
C -4.079 -1.665 2.661 -2.0 -0.8 0.6
C -4.925 -1.304 3.982 0.0 0.1 0.2
C -6.014 -0.158 3.795 -3.1 1.8 -0.1
C -7.514 -0.589 3.986 0.5 3.1 -0.6
C -8.675 0.424 3.874 4.2 1.1 -0.7
C -8.317 1.891 3.518 2.4 -2.0 0.3
C -6.846 2.366 3.317 -0.7 -3.7 0.8
C -5.699 1.331 3.472 -2.9 -1.6 0.5
H -1.711 1.270 4.630 0.9 -0.8 1.0
H -0.976 1.272 6.393 -0.2 -0.7 -1.8
H 0.110 0.981 4.904 -1.7 -0.1 0.6
H -1.909 -2.460 6.763 0.7 1.7 0.4
H -2.708 -0.821 6.951 1.7 -0.5 0.3
H -0.995 -1.090 7.736 -0.9 -0.2 -1.3
H -2.582 -2.597 4.641 0.3 0.8 -1.8
H -2.362 -3.979 2.308 0.9 0.1 1.7
H 0.057 -4.095 1.662 -0.6 0.5 0.3
H 0.209 -1.436 0.990 -1.3 -1.1 0.9
H -2.798 -3.706 -0.127 0.6 -0.6 0.2
H -1.927 -4.421 -1.341 0.1 0.2 0.6
H -0.589 -1.924 -2.084 0.7 -0.8 0.6
H -2.795 -1.676 0.621 0.7 0.5 1.6
H -0.555 2.137 2.579 0.3 -1.4 -0.7
H 0.646 1.448 1.356 -1.4 -0.5 1.0
H 0.048 0.351 2.759 -0.3 1.3 -1.0
H -3.111 2.259 1.728 -0.6 -0.9 -1.2
H -3.055 2.204 -0.113 0.0 -1.1 1.5
H -4.122 0.965 0.731 1.3 0.8 0.4
H -2.545 -0.384 3.156 0.2 -0.9 -0.2
H -4.194 -2.788 2.466 0.4 1.7 0.1
H -4.559 -1.106 1.787 1.2 -0.6 1.2
H -5.470 -2.268 4.304 0.8 1.6 -0.4
H -4.170 -1.055 4.819 -1.3 -0.2 -1.1
H -7.790 -1.677 4.224 0.7 1.8 -0.4
H -9.748 0.079 4.050 1.8 0.7 -0.4
H -9.152 2.657 3.403 1.3 -1.2 0.2
H -6.615 3.463 3.058 -0.4 -2.0 0.5
H -4.583 1.592 3.377 -2.0 -0.1 0.1
C 2.542 -5.378 -2.148 0.1 0.2 -0.1
C 2.215 -5.785 -3.439 0.1 0.1 -0.1
C 2.895 -5.253 -4.530 -0.2 -0.1 0.1
C 3.897 -4.303 -4.332 -0.3 -0.2 0.3
C 4.207 -3.877 -3.040 -0.3 -0.3 0.0
C 3.535 -4.426 -1.947 -0.2 -0.2 0.0
C 5.234 -2.833 -2.819 0.3 0.3 0.8
O 5.507 -2.464 -1.690 -0.1 -0.1 -0.3
C 5.915 -2.238 -3.991 0.2 0.2 -0.2
C 6.843 -1.213 -3.803 0.1 0.2 -0.1
C 7.498 -0.657 -4.897 -0.1 -0.1 0.1
C 7.236 -1.130 -6.181 -0.1 -0.1 0.1
C 6.308 -2.148 -6.373 0.1 0.2 0.0
C 5.638 -2.697 -5.279 0.3 0.3 -0.1
C 4.627 -3.755 -5.498 -0.1 -0.3 -1.0
O 4.393 -4.167 -6.621 0.0 0.1 0.4
H 2.018 -5.800 -1.296 0.1 0.0 -0.1
H 1.431 -6.519 -3.596 0.1 0.1 0.0
H 2.640 -5.578 -5.534 0.2 0.1 0.1
H 3.782 -4.109 -0.938 0.1 0.1 -0.2
H 7.054 -0.842 -2.805 -0.1 -0.2 -0.1
H 8.215 0.143 -4.749 -0.1 -0.1 0.0
H 7.752 -0.701 -7.034 -0.1 -0.1 0.1
H 6.105 -2.508 -7.377 -0.1 -0.1 0.2
C 0.813 1.713 -1.112 0.2 0.1 -0.2
C 2.007 1.352 -1.732 0.1 0.2 -0.1
C 2.794 2.321 -2.345 -0.1 -0.2 0.1
C 2.382 3.654 -2.349 -0.2 -0.4 0.2
C 1.175 4.011 -1.749 0.0 -0.3 0.1
C 0.396 3.039 -1.120 0.1 -0.3 0.0
C 0.702 5.414 -1.790 -0.8 0.4 0.4
O -0.353 5.726 -1.262 0.2 -0.2 -0.1
C 1.523 6.428 -2.488 0.1 0.3 -0.2
C 1.063 7.742 -2.584 0.1 0.2 -0.1
C 1.835 8.704 -3.226 0.0 -0.2 0.1
C 3.072 8.360 -3.767 0.0 -0.2 0.1
C 3.532 7.051 -3.678 0.0 0.2 -0.1
C 2.754 6.080 -3.046 0.0 0.4 -0.1
C 3.236 4.682 -2.988 0.9 -0.1 -0.5
O 4.316 4.378 -3.464 -0.3 0.0 0.2
H 0.200 0.957 -0.624 0.2 0.2 -0.4
H 2.326 0.314 -1.736 0.0 0.1 0.0
H 3.726 2.034 -2.822 -0.1 0.2 0.0
H -0.538 3.314 -0.640 0.1 0.2 -0.1
H 0.102 8.018 -2.162 0.1 -0.2 0.0
H 1.473 9.724 -3.304 0.0 -0.1 0.0
H 3.677 9.113 -4.261 -0.1 -0.1 0.1
H 4.494 6.788 -4.105 -0.2 -0.1 0.1

---

# 2
116
Properties=species:S:1:pos:R:3:forces:R:3 method="wB97M-V/def2-TZVPD" homo_ev="-7.968 / -7.941" multiplicity=2 homo_lumo_gap_ev="8.282 / 5.428" total_energy_ev=-209782.65984
Cu -0.045 0.597 0.151 0.0 -0.8 -0.3
C 0.582 -0.013 -3.054 0.2 0.1 0.0
C 1.543 1.147 -3.260 -0.2 0.0 0.0
C 1.043 2.065 -4.384 0.1 0.0 0.0
C 1.750 1.967 -2.020 0.1 0.1 0.1
C 2.683 2.993 -1.857 0.0 0.0 0.0
C 2.476 3.523 -0.599 0.1 -0.1 -0.2
C 3.367 4.561 0.025 -0.2 0.1 0.3
C 4.077 3.967 1.244 0.1 0.0 -0.2
C 2.682 5.889 0.356 0.0 0.0 -0.1
N 1.454 2.844 -0.026 -0.1 0.1 0.0
N 1.023 1.881 -0.907 0.1 -0.1 -0.1
B 0.678 3.084 1.322 0.0 -0.1 0.0
N 1.033 1.969 2.360 0.0 -0.1 -0.1
N 0.732 0.675 1.993 0.1 -0.1 0.3
C 1.029 -0.126 3.023 0.0 0.3 0.1
C 1.525 0.652 4.059 0.0 -0.1 0.0
C 1.525 1.967 3.619 0.0 -0.1 0.1
C 2.051 3.067 4.525 0.1 0.1 -0.2
C 3.562 2.876 4.749 -0.1 0.0 0.1
C 1.766 4.527 4.187 0.0 -0.1 0.0
C 0.811 -1.609 3.011 -0.2 0.0 -0.4
C -0.682 -1.903 2.815 0.1 0.0 0.2
C 1.688 -2.259 1.932 0.1 0.0 0.2
N -0.868 3.018 1.038 0.0 0.2 -0.1
N -1.389 1.902 0.443 -0.1 0.1 0.1
C -2.695 2.068 0.249 0.0 0.2 0.0
C -3.034 3.330 0.726 0.0 0.0 0.0
C -1.874 3.903 1.221 -0.2 -0.1 -0.1
C -1.886 5.216 1.959 0.3 0.0 0.2
C -2.038 4.934 3.462 -0.1 0.1 -0.1
C -0.737 6.188 1.681 -0.1 0.0 -0.1
C -3.604 1.054 -0.379 0.2 -0.3 0.0
C -3.161 0.710 -1.804 0.0 0.2 0.1
C -3.689 -0.219 0.471 0.0 0.2 0.1
H 0.490 -0.603 -3.967 0.0 0.0 0.0
H 0.908 -0.685 -2.258 0.0 0.0 -0.1
H -0.412 0.362 -2.803 0.0 -0.1 0.0
H 2.518 0.751 -3.554 0.1 0.0 0.0
H 0.047 2.445 -4.145 0.0 0.0 0.0
H 1.708 2.919 -4.526 0.0 0.0 0.0
H 0.986 1.513 -5.323 0.0 0.0 0.0
H 3.428 3.309 -2.570 0.0 0.0 0.0
H 4.121 4.773 -0.735 0.0 0.0 -0.1
H 3.344 3.558 1.935 0.0 0.0 0.1
H 4.746 3.157 0.945 0.0 0.0 0.0
H 4.667 4.730 1.756 0.0 0.0 0.0
H 2.005 5.795 1.200 0.0 0.0 0.0
H 3.437 6.636 0.607 0.0 0.0 0.0
H 2.113 6.256 -0.502 0.0 0.0 0.0
H 0.954 4.147 1.750 0.0 -0.1 0.0
H 1.846 0.302 5.028 0.0 0.0 0.0
H 1.568 2.866 5.484 -0.1 0.0 0.0
H 4.120 3.063 3.834 0.0 0.0 0.0
H 3.907 3.578 5.511 0.0 0.0 0.0
H 3.790 1.864 5.084 0.0 0.0 0.0
H 2.338 4.866 3.324 0.0 0.0 0.0
H 0.711 4.700 3.998 0.0 0.0 0.0
H 2.057 5.142 5.041 0.0 0.0 0.0
H 1.118 -1.989 3.987 0.0 0.1 0.0
H -1.022 -1.513 1.858 -0.1 -0.1 0.0
H -0.870 -2.975 2.816 0.0 0.0 0.0
H -1.270 -1.440 3.612 0.0 0.0 0.0
H 1.467 -1.843 0.949 0.0 -0.1 0.0
H 2.745 -2.093 2.150 0.0 0.0 0.0
H 1.503 -3.330 1.883 0.0 0.0 0.0
H -4.016 3.776 0.721 0.0 0.0 0.0
H -2.804 5.702 1.626 0.0 0.0 -0.1
H -1.245 4.272 3.810 0.0 0.0 0.0
H -1.995 5.864 4.033 0.0 0.0 0.0
H -2.991 4.445 3.669 0.0 0.0 0.0
H 0.136 5.961 2.286 0.0 0.0 0.0
H -0.446 6.171 0.629 0.0 0.0 0.0
H -1.054 7.201 1.932 0.0 0.0 0.0
H -4.593 1.514 -0.417 0.0 0.1 0.0
H -2.210 0.174 -1.775 -0.1 -0.1 -0.1
H -3.891 0.056 -2.283 0.0 0.0 0.0
H -3.048 1.609 -2.415 0.0 0.0 0.0
H -2.752 -0.778 0.428 -0.1 0.0 0.0
H -3.910 0.017 1.515 0.0 0.0 0.0
H -4.477 -0.870 0.090 0.0 0.0 0.0
F -0.667 -7.003 -2.716 0.0 -0.1 0.0
C -0.401 -7.008 -1.400 0.1 0.2 0.1
C -0.421 -5.820 -0.691 -0.1 0.2 0.0
C -0.180 -5.904 0.667 0.0 0.1 -0.2
F -0.214 -4.800 1.425 0.0 -0.1 0.0
C 0.095 -7.103 1.296 0.0 0.0 0.1
F 0.328 -7.153 2.610 0.0 0.0 0.0
C 0.126 -8.267 0.551 0.0 -0.1 0.1
F 0.397 -9.427 1.143 0.0 0.0 0.0
C -0.124 -8.224 -0.807 0.0 -0.1 -0.1
F -0.101 -9.349 -1.522 0.0 0.0 0.0
Ge -0.865 -4.141 -1.671 0.0 -0.2 -0.3
S -0.839 -2.198 -0.833 0.0 0.6 0.5
C 0.428 -4.297 -3.176 -0.1 0.1 0.1
C 1.750 -4.005 -2.879 -0.2 0.0 0.0
F 2.094 -3.718 -1.615 0.1 0.0 0.0
C 2.747 -4.011 -3.834 0.1 0.0 0.0
F 4.008 -3.704 -3.518 0.0 0.0 0.0
C 2.425 -4.344 -5.136 0.1 0.0 0.0
F 3.368 -4.351 -6.075 0.0 0.0 0.0
C 1.125 -4.680 -5.461 -0.1 0.0 -0.2
F 0.829 -5.037 -6.714 0.0 0.0 0.0
C 0.146 -4.643 -4.485 0.0 0.0 0.2
F -1.097 -4.984 -4.845 0.0 -0.1 0.0
C -2.743 -4.394 -2.268 0.1 0.1 0.1
C -3.236 -3.600 -3.292 0.2 -0.1 0.2
F -2.400 -2.806 -3.973 -0.1 0.0 -0.1
C -4.575 -3.562 -3.622 0.0 0.1 -0.1
F -5.022 -2.788 -4.615 0.0 0.0 0.0
C -5.471 -4.322 -2.894 -0.1 0.0 0.0
F -6.768 -4.289 -3.194 0.0 0.0 0.0
C -5.025 -5.100 -1.845 0.0 0.0 0.1
F -5.898 -5.810 -1.127 0.0 0.0 0.0
C -3.675 -5.117 -1.543 0.2 0.0 -0.2
F -3.295 -5.857 -0.490 0.0 0.0 0.0